Entry 1:
This record from the OMol25 dataset describes 14 unconnected molecules or ions with the total composition C5H34NO15 in a non-equilibrium geometry. The level of theory is ωB97M-V/def2-TZVPD.

```
55
Properties=species:S:1:pos:R:3:lowdin_charge:R:1
O 0.97395 -1.29481 -0.15833 -0.080
C 0.87122 -0.06823 -0.49687 -0.567
O 1.83781 0.46591 -1.10223 -0.031
C -0.46536 0.59766 -0.38100 -0.287
C -0.82552 0.57931 1.10075 -0.169
C 0.39359 1.01944 1.90207 -0.149
C 0.45337 2.28686 2.31286 0.011
N -1.54983 -0.18158 -1.02366 0.077
H -0.31450 1.61022 -0.82615 0.138
H -1.06676 -0.40525 1.51962 0.101
H -1.78387 0.98782 1.37425 0.090
H 1.02905 0.16294 2.16932 0.089
H -0.27934 3.01882 2.00673 0.053
H 1.15618 2.68205 3.04490 0.052
H -1.48665 -1.11850 -0.63333 0.088
H -1.34116 -0.14910 -2.00618 0.045
H 4.58085 -1.12123 -1.19432 0.013
H 4.14992 0.30900 -0.74950 0.028
O 4.89076 -0.33767 -0.72499 -0.077
H -3.98981 1.38351 -2.57942 0.034
H -3.37118 0.95267 -1.27948 -0.005
O -4.15356 1.41111 -1.63082 -0.069
H 1.06758 -2.49911 0.98626 0.025
H 1.03417 -4.11121 0.97003 0.065
O 0.88106 -3.32756 1.49836 -0.083
H -1.72015 2.10108 -3.06089 0.009
H -1.12868 2.12862 -4.37322 -0.003
O -1.75813 2.65498 -3.86115 -0.077
H 3.75920 -1.27644 3.59151 0.028
H 3.43146 -1.07191 1.98762 0.015
O 4.00653 -1.41096 2.67458 -0.058
H 1.14896 3.51952 -0.26546 0.021
H 1.70029 2.30757 -1.14398 0.020
O 1.13569 3.12063 -1.14228 -0.090
H 1.55115 -1.87887 -3.36822 0.004
H 0.29042 -2.72289 -3.94047 0.036
O 0.87038 -1.98239 -4.12796 -0.111
H 0.09063 0.82531 -4.63590 0.052
H -0.22542 -0.55748 -3.87930 0.008
O -0.46056 0.38209 -3.99093 -0.079
H 0.13586 -1.76751 3.65502 0.006
H 1.36100 -2.48902 2.89287 -0.006
O 1.08182 -1.79652 3.51432 -0.083
H 2.49163 -0.87699 -2.06599 0.022
H 1.94863 -2.08662 -1.28602 0.052
O 2.43325 -1.84466 -2.12011 -0.076
H -1.85527 -2.62805 2.85004 0.027
H -0.62883 -3.44794 2.93414 0.011
O -1.45068 -3.27576 3.44021 -0.072
H -3.04771 0.15552 4.03942 0.028
H -3.75254 0.26509 2.59747 0.024
O -3.67219 0.61970 3.48217 -0.050
H -3.04825 3.92274 1.00099 0.019
H -3.61060 2.81787 -0.10474 -0.011
O -3.76989 3.44025 0.60744 -0.058
```

gap between HOMO and LUMO: 9.40 eV
total charge: -1
energy relative to the best compared isomer or geometry (same formula, charge and spin): 2.710 eV

Entry 2:
This record from the OMol25 dataset describes a molecular structure, C3H6N2O2 in a non-equilibrium geometry. The level of theory is ωB97M-V/def2-TZVPD.

```
13
Properties=species:S:1:pos:R:3:lowdin_charge:R:1
C -0.26699 0.63378 -0.11269 -0.461
C 0.89842 -0.42907 -0.20984 -0.166
C 2.37116 0.04019 -0.39189 -0.091
H -3.17600 -0.47236 -0.64682 0.081
H -2.43532 -1.32709 0.93757 0.203
H -1.93094 1.26410 0.71298 0.145
H 0.67042 -1.50629 -0.51667 0.141
H 3.27302 -0.52519 -0.78399 0.113
H 2.41437 1.33136 -0.20170 0.182
N -2.26453 -0.66692 -0.15423 -0.042
N -1.52375 0.39911 0.36967 -0.086
O 0.09906 1.70876 0.09693 0.097
O 1.87107 -0.45038 0.90066 -0.115
```

gap between HOMO and LUMO: 10.18 eV
energy relative to the best compared isomer or geometry (same formula, charge and spin): 6.446 eV

Entry 3:
This record from the OMol25 dataset describes a gas-phase ion, C2H10NOSi2 (charge +1) in a non-equilibrium geometry. The level of theory is ωB97M-V/def2-TZVPD.

```
16
Properties=species:S:1:pos:R:3:lowdin_charge:R:1
C 1.44613 -1.89500 0.99961 -0.134
C 0.87578 -0.22061 -0.57410 -0.309
N 0.53714 -1.56070 -0.07256 -0.219
O -1.27858 1.67583 -0.21023 -0.488
Si -2.15935 2.20231 0.88184 0.911
Si -0.58817 0.78707 -1.50096 0.739
H 2.45692 -2.04501 0.47131 0.116
H 1.40676 -0.95066 1.62347 0.086
H 1.17440 0.28200 0.35741 0.060
H 1.79509 -0.29130 -1.21770 0.088
H 0.60268 -2.33451 -0.62584 0.060
H -2.56442 3.72682 0.78948 0.022
H 0.96082 -2.72483 1.50544 0.085
H -2.76937 1.20293 1.81915 -0.001
H -0.15390 2.08103 -2.12936 -0.006
H -1.74194 0.06464 -2.11696 -0.010
```

gap between HOMO and LUMO: 6.05 eV
total charge: +1
energy relative to the best compared isomer or geometry (same formula, charge and spin): 1.499 eV

Entry 4:
This record from the OMol25 dataset describes a molecular structure, CHO4S in a non-equilibrium geometry. The level of theory is ωB97M-V/def2-TZVPD.

```
7
Properties=species:S:1:pos:R:3:lowdin_charge:R:1
C -1.11522 -0.32848 0.93900 -0.761
O 0.85542 0.74821 -2.12782 -0.553
O -1.34612 -1.44654 1.25238 0.010
O 2.22517 -0.02980 -0.19393 -0.498
O -1.20483 0.84178 1.09229 -0.035
S 1.10454 0.73587 -0.64163 0.769
H -0.51897 -0.52104 -0.32029 0.068
```

gap between HOMO and LUMO (alpha / beta): 7.76 / 7.76 eV
total charge: -1
energy relative to the best compared isomer or geometry (same formula, charge and spin): 1.108 eV